No. 1
A cluster of 2 separate species, C25H25F4 in total at a distorted geometry, computed with ωB97M-V with the def2-TZVPD basis set.

The geometry in XYZ format:
```
54
Properties=species:S:1:pos:R:3
C -5.677 -2.606 7.303
C -4.503 -3.257 6.657
C -3.205 -2.838 6.816
C -2.901 -1.518 7.467
C -2.163 -3.593 6.217
C -2.409 -4.241 4.980
C -1.326 -4.269 3.934
C -3.664 -4.732 4.731
C -4.026 -5.547 3.534
C -4.809 -4.332 5.637
H -5.294 -5.242 6.112
H -6.572 -3.162 7.000
H -5.674 -2.556 8.404
H -5.815 -1.579 6.925
H -1.900 -1.199 7.175
H -3.604 -0.751 7.148
H -2.934 -1.550 8.548
H -1.397 0.133 4.094
H -1.132 -3.324 6.471
H -0.560 -3.539 4.186
H -0.848 -5.239 3.842
H -1.718 -4.002 2.949
H -5.088 -5.806 3.616
H -3.922 -4.961 2.602
H -3.464 -6.485 3.400
H -5.574 -3.870 4.956
F 5.562 0.666 2.570
C 4.825 0.869 3.706
C 5.463 1.270 4.877
C 4.639 1.345 6.007
F 5.266 1.683 7.181
C 3.264 1.140 5.975
C 2.633 0.829 4.727
C 1.191 0.738 4.579
C 0.495 0.458 3.438
C -0.995 0.714 3.295
C -1.747 0.265 2.016
C -2.938 0.895 1.606
C -3.570 0.492 0.419
F -4.752 1.083 0.041
C -3.080 -0.510 -0.416
C -1.973 -1.190 0.080
F -1.464 -2.225 -0.666
C -1.318 -0.843 1.270
C 3.465 0.659 3.597
H 6.530 1.452 4.889
H 2.678 1.202 6.893
H 0.607 0.941 5.487
H 1.015 -0.050 2.615
H -1.284 1.718 3.665
H -3.387 1.662 2.231
H -3.547 -0.768 -1.359
H -0.472 -1.424 1.620
H 2.997 0.360 2.668
```

Total charge ... +1
Highest occupied orbital energy ... -10.60 eV
ΔE to the lowest compared entry with this formula, charge and spin ... 0.0 kcal per mole
Kohn-Sham gap ... 4.914 eV



No. 2
A structure of composition C25H25F5N2O4OsSi2, computed with ωB97M-V with the def2-TZVPD basis set.

The geometry in XYZ format:
```
64
Properties=species:S:1:pos:R:3
Os -1.254 -1.005 0.290
O -0.039 2.613 1.782
C -0.563 1.565 1.548
O -0.047 0.680 0.622
C -1.808 1.060 2.142
C -2.346 1.785 3.188
C -3.534 1.378 3.761
C -4.174 0.292 3.190
C -3.611 -0.389 2.121
N -2.383 -0.082 1.631
C -4.506 -1.402 1.473
O -5.556 -1.688 1.981
O -4.233 -1.865 0.248
H -1.809 2.662 3.522
H -3.971 1.912 4.592
H -5.138 -0.051 3.535
C 0.043 3.909 -0.772
Si 0.744 2.338 -1.490
C 2.251 2.826 -2.493
C -0.534 1.529 -2.587
C 1.187 0.952 -0.169
C 1.376 -0.305 -0.993
C 2.483 -0.366 -1.837
C 2.735 -1.494 -2.588
C 1.869 -2.570 -2.471
C 0.790 -2.446 -1.628
N 0.512 -1.343 -0.910
Si 2.710 0.900 1.084
C 2.673 -0.854 1.735
C 4.341 1.251 0.226
C 2.639 2.081 2.526
H -0.072 4.606 -1.607
H 0.691 4.366 -0.025
H -0.940 3.767 -0.325
H 1.959 3.696 -3.087
H 2.574 2.056 -3.192
H 3.102 3.129 -1.882
H -1.036 2.289 -3.191
H -1.302 1.009 -2.005
H -0.087 0.801 -3.267
H 3.142 0.485 -1.894
H 3.595 -1.534 -3.244
H 2.012 -3.489 -3.020
H 0.095 -3.258 -1.508
H 3.070 -1.571 1.014
H 1.656 -1.168 1.988
H 3.275 -0.922 2.645
H 4.686 0.442 -0.416
H 5.082 1.367 1.022
H 4.341 2.179 -0.345
H 1.836 1.856 3.226
H 2.543 3.123 2.223
H 3.587 1.961 3.060
F -3.691 -1.656 -2.472
C -3.004 -2.466 -1.658
C -2.928 -2.102 -0.254
C -2.054 -2.908 0.610
F -2.597 -3.129 1.881
C -1.572 -4.176 0.074
F -0.951 -5.025 0.901
C -1.756 -4.494 -1.218
F -1.235 -5.606 -1.758
C -2.446 -3.594 -2.115
F -2.424 -3.905 -3.420
```

Highest occupied orbital energy (alpha / beta) ... -7.00 / -6.86 eV
Kohn-Sham gap (alpha / beta) ... 6.029 / 5.864 eV



No. 3
A structure of composition C25H25FN3O10PPdS at a distorted geometry, computed with ωB97M-V with the def2-TZVPD basis set.

The geometry in XYZ format:
```
67
Properties=species:S:1:pos:R:3
N 4.213 2.357 1.758
P 2.531 2.018 2.363
O 2.643 1.921 4.093
C 2.061 0.375 1.527
C 2.048 -1.118 2.196
C 2.431 -1.323 3.775
C 1.066 -1.388 4.737
C 0.154 -0.029 4.675
C 0.303 0.886 6.064
O 0.822 0.384 7.220
O -0.161 2.303 6.159
C 1.655 -2.485 1.342
C 1.251 -2.446 -0.280
C 0.861 -3.826 -1.077
C 1.749 -4.507 -2.305
C 1.368 -5.848 -3.141
N 0.126 -6.605 -2.814
C -0.718 -6.035 -1.726
C -0.514 -4.731 -0.772
C 1.251 -0.924 -0.956
C 1.636 0.455 -0.089
C 1.562 1.867 -0.947
O 2.400 2.898 -0.829
C 0.344 1.937 -2.091
C -0.445 3.354 -2.329
C -1.525 3.507 -1.072
C -2.980 2.861 -1.475
C -3.729 2.061 -0.229
S -5.041 0.854 -0.848
O -5.695 0.114 0.373
O -4.473 -0.270 -1.770
O -6.314 1.618 -1.706
C -0.011 0.685 -2.872
C -1.198 0.594 -3.997
O -2.011 -0.496 -3.945
N -1.458 1.568 -5.124
C -0.533 1.328 -6.297
O -1.006 0.799 -7.445
F 0.898 1.748 -6.112
C 0.813 -0.736 -2.558
O 1.115 -1.600 -3.530
H 4.583 1.496 1.291
H 4.767 2.627 2.601
H 3.588 1.592 4.301
H 2.893 -2.421 3.860
H 3.255 -0.606 4.191
H 0.403 -2.252 4.248
H 1.311 -1.769 5.828
H -0.989 -0.348 4.632
H 0.340 0.636 3.707
H 0.576 2.901 5.829
H 1.668 -3.538 1.852
H 2.738 -3.932 -2.633
H 2.073 -6.227 -4.025
H -1.726 -6.641 -1.509
H -1.281 -4.427 0.073
H 0.380 4.212 -2.246
H -0.946 3.480 -3.378
H -1.096 2.859 -0.177
H -1.571 4.614 -0.680
H -2.910 2.061 -2.356
H -3.663 3.748 -1.856
H -2.980 1.421 0.422
H -4.199 2.863 0.498
H -7.190 1.143 -1.538
H -2.423 1.313 -5.493
Pd 4.910 1.068 4.614
```

Total charge ... +2
Highest occupied orbital energy ... -14.07 eV
Kohn-Sham gap ... 2.324 eV



No. 4
A structure of composition C25H25IrN9O7, computed with ωB97M-V with the def2-TZVPD basis set.

The geometry in XYZ format:
```
67
Properties=species:S:1:pos:R:3
Ir -0.098 -0.528 -0.205
N -3.993 -2.059 0.624
C -3.010 -1.320 0.130
N -1.777 -1.402 0.545
C -1.400 -2.369 1.498
N -0.159 -2.575 1.815
N 0.689 -1.785 1.067
C 1.955 -1.970 1.020
C 2.675 -1.057 0.123
C 4.050 -1.038 0.020
C 4.650 -0.103 -0.815
C 3.854 0.789 -1.508
C 2.475 0.714 -1.369
N 1.899 -0.194 -0.589
C -2.461 -3.156 2.104
C -2.211 -4.097 3.109
C -3.248 -4.834 3.634
C -4.550 -4.652 3.160
C -4.817 -3.736 2.166
C -3.767 -2.990 1.642
H -4.924 -1.950 0.250
H -3.233 -0.609 -0.657
H 2.446 -2.743 1.598
H 4.641 -1.744 0.586
H 5.726 -0.074 -0.916
H 4.281 1.537 -2.160
H 1.811 1.394 -1.888
H -1.196 -4.231 3.453
H -3.055 -5.561 4.410
H -5.360 -5.238 3.574
H -5.824 -3.597 1.793
O 0.539 -2.760 -3.498
C 0.150 -1.858 -2.796
O -0.114 -2.048 -1.519
C 0.038 -0.462 -3.398
C 0.492 -0.330 -4.704
C 0.453 0.889 -5.353
C 0.005 2.038 -4.724
C -0.414 1.906 -3.422
C -0.481 0.674 -2.745
O -1.032 0.655 -1.549
N -0.733 3.126 -2.669
O -0.179 3.275 -1.585
O -1.487 3.925 -3.166
N 0.933 0.987 -6.740
O 1.322 -0.030 -7.271
O 0.878 2.079 -7.268
H 0.870 -1.207 -5.212
H 0.015 2.995 -5.225
C -0.320 2.738 3.505
C 0.910 2.688 2.597
C 0.925 3.874 1.638
C 2.179 2.675 3.441
N 0.979 1.436 1.801
N -0.177 1.193 0.987
H -0.297 3.644 4.110
H -0.343 1.883 4.186
H -1.259 2.771 2.946
H 1.032 4.801 2.200
H 0.003 3.958 1.058
H 1.761 3.792 0.943
H 2.218 3.559 4.076
H 3.063 2.665 2.802
H 2.210 1.798 4.092
H 1.044 0.645 2.437
H -0.217 1.931 0.277
H -1.034 1.272 1.536
```

Total charge ... +1
Highest occupied orbital energy ... -11.26 eV
ΔE to the lowest compared entry with this formula, charge and spin ... 0.0 kcal per mole
Kohn-Sham gap ... 6.976 eV



Number 1: molar mass 401.47 g/mol. Number 2: molar mass 758.88 g/mol. Number 3: molar mass 715.94 g/mol. Number 4: molar mass 755.75 g/mol.